# 1
{
  "formula": "C6H9FeO5",
  "method": "ωB97M-V/def2-TZVPD",
  "charge": 2,
  "lumo_energy_ev": [-10.54, -12.75],
  "multiplicity": 6,
  "e_homo_ha": [-0.6702, -0.6947],
  "orbital_gap_ev": [7.70, 6.15],
  "s_squared": 8.817,
  "de_lowest_ev": 2.454,
  "species": ["C", "O", "C", "O", "C", "C", "O", "C", "Fe", "H", "H", "H", "H", "H", "H", "H", "H", "H", "O", "C", "O"],
  "coordinates": [[-1.43678, 0.86319, -1.93767], [-0.41096, 0.24408, -1.11566], [0.76039, -0.03987, -1.67211], [1.65684, -0.28270, -0.80947], [1.31307, -0.96338, 0.47776], [1.14907, 0.02493, 1.59985], [-0.28138, 0.11277, 1.85197], [-0.67690, 0.90912, 2.95405], [-0.78869, -1.22467, 0.47492], [-2.14898, 1.25748, -1.20789], [-0.94472, 1.53320, -2.64866], [-1.96680, 0.12269, -2.54321], [2.15946, -1.63278, 0.63320], [1.53872, 1.03393, 1.39287], [1.60713, -0.38517, 2.51262], [-0.43688, 0.38804, 3.89231], [-0.15969, 1.87831, 2.92709], [-1.75613, 1.07353, 2.87799], [0.57354, -1.06082, -4.15962], [0.39946, -1.46788, -3.04109], [-0.14977, -2.38400, -2.45926]],
  "atomic_forces_ev_per_a": [[-1.168, 0.039, -1.074], [0.858, -0.204, -1.426], [0.769, -0.083, 4.155], [-0.786, -0.151, -3.651], [-0.317, -0.300, 0.904], [0.650, 0.048, 0.509], [-0.186, -0.537, -1.199], [-0.491, 0.784, 1.316], [0.555, -0.357, 0.536], [0.349, 0.532, -0.427], [-0.370, 0.408, 0.594], [0.192, -0.277, 0.225], [-0.217, 0.097, -0.172], [-0.080, -0.299, 0.076], [-0.002, 0.215, -0.245], [-0.081, 0.164, -0.287], [-0.125, -0.298, -0.093], [0.276, -0.066, 0.065], [1.083, 1.392, 1.812], [-2.781, -4.018, -2.408], [1.873, 2.913, 0.789]],
  "mulliken_spin": [0.02, 0.06, 0.58, -0.01, 0.17, -0.04, 0.06, 0.01, 3.82, 0.00, -0.01, 0.00, 0.00, 0.00, 0.00, 0.00, 0.00, 0.00, 0.46, -0.08, -0.06]
}

# 2
{
  "formula": "C16H7BrCaF5N3O2S2",
  "method": "ωB97M-V/def2-TZVPD",
  "lumo_energy_ev": -1.13,
  "e_homo_ha": -0.2778,
  "orbital_gap_ev": 6.43,
  "species": ["Ca", "Br", "C", "C", "C", "C", "C", "N", "C", "O", "O", "H", "H", "H", "F", "C", "C", "F", "C", "F", "C", "S", "C", "F", "C", "F", "S", "C", "N", "C", "C", "C", "N", "H", "H", "H", "H"],
  "coordinates": [[7.75827, 10.79057, 10.08726], [7.95766, 12.27633, 12.97413], [7.52744, 10.45949, 13.19877], [7.46911, 9.91177, 14.47391], [7.15640, 8.53524, 14.53261], [6.83328, 7.86206, 13.36710], [6.85922, 8.52343, 12.17275], [7.30736, 9.80777, 12.07218], [6.42491, 7.94154, 10.88896], [5.80569, 6.84996, 10.95232], [6.63758, 8.68832, 9.82603], [7.71821, 10.46457, 15.38204], [7.19533, 8.01959, 15.51351], [6.55501, 6.82529, 13.49916], [3.33229, 15.66644, 8.38630], [4.50354, 15.03584, 8.35626], [5.71208, 15.73348, 8.20174], [5.72485, 17.06445, 8.13047], [6.94046, 15.07015, 8.07378], [8.08515, 15.78151, 8.00970], [7.06513, 13.66475, 8.20912], [8.63811, 13.02266, 8.26708], [5.85340, 12.96006, 8.33505], [5.93929, 11.62766, 8.63910], [4.61970, 13.62386, 8.37193], [3.43451, 12.93674, 8.36761], [10.23214, 9.71234, 9.54303], [9.68275, 8.52247, 8.42523], [9.58366, 9.08955, 7.19295], [9.19926, 8.31202, 6.14321], [8.90559, 6.98552, 6.33348], [9.05382, 6.50219, 7.64411], [9.41530, 7.27754, 8.66994], [9.77048, 10.07567, 7.09312], [9.11065, 8.82386, 5.14959], [8.70706, 6.34359, 5.48699], [8.97289, 5.48578, 7.93783]],
  "atomic_forces_ev_per_a": [[-0.111, 0.092, -1.783], [0.219, 0.536, -0.134], [0.082, -0.431, 0.627], [0.030, -1.034, 0.094], [0.542, 1.184, 0.621], [-0.150, -0.600, 1.410], [1.005, 1.355, -0.210], [-0.924, -0.899, 1.991], [-1.635, -1.387, -2.679], [1.399, 1.965, -0.249], [0.194, -0.662, 1.698], [-0.159, -0.021, -0.498], [-0.177, 0.362, -0.824], [-0.129, 0.019, -0.737], [0.112, -0.227, -0.021], [1.796, -1.163, -0.406], [0.566, -0.264, -0.246], [-0.294, 0.155, 0.078], [-0.530, -0.457, 0.597], [-0.930, 0.031, -0.119], [-1.152, 1.171, -0.245], [0.662, -1.528, 0.536], [0.123, 1.389, 0.312], [-0.465, -0.007, -0.222], [-1.272, 0.191, -0.079], [1.119, 0.219, 0.282], [0.252, -0.579, 0.727], [0.734, 3.398, 0.998], [-0.994, -2.330, -1.903], [-0.216, 1.130, -0.797], [0.509, 0.062, 0.146], [0.576, 1.258, 0.483], [-0.346, -1.735, -0.568], [0.065, 0.270, 0.097], [0.189, -0.602, 1.116], [-0.233, 0.050, 0.147], [-0.458, -0.904, -0.239]],
  "mulliken_charge": [1.10, -0.20, 0.59, -0.59, -0.14, -0.70, 0.47, -0.26, 0.20, -0.71, -0.69, 0.38, 0.38, 0.46, -0.28, 0.24, 0.42, -0.30, -0.14, -0.30, 0.40, -0.41, 0.22, -0.20, 0.05, -0.31, -0.53, 0.56, -0.01, -0.08, -0.66, 0.04, -0.48, 0.22, 0.36, 0.40, 0.48]
}

# 3
{
  "formula": "C5H18N2O4",
  "method": "ωB97M-V/def2-TZVPD",
  "lumo_energy_ev": 0.37,
  "smiles": "C[C@H](CCN)NC=O.O.O.O",
  "e_homo_ha": -0.3439,
  "orbital_gap_ev": 9.73,
  "de_lowest_ev": 1.332,
  "species": ["O", "C", "N", "C", "C", "C", "N", "C", "H", "H", "H", "H", "H", "H", "H", "H", "H", "H", "H", "H", "H", "H", "O", "H", "H", "O", "H", "H", "O"],
  "coordinates": [[2.15949, -2.62848, 0.05902], [1.44780, -1.64875, 0.01803], [1.11411, -0.91296, 1.12278], [0.46408, 0.35887, 0.99696], [-0.93883, 0.28548, 1.70199], [-1.70092, 1.63287, 1.65028], [-2.24334, 2.04962, 0.35449], [1.35765, 1.41468, 1.66629], [0.86532, -1.29058, -0.83496], [1.55075, -1.27053, 1.96714], [0.17688, 0.62995, -0.01428], [-0.83546, 0.07133, 2.76682], [-1.57480, -0.43554, 1.17836], [-2.42048, 1.64704, 2.47237], [-0.99841, 2.40406, 1.98596], [-1.67300, 1.66757, -0.38971], [-3.10097, 1.50891, 0.24156], [1.61353, 1.16000, 2.69359], [2.27259, 1.51970, 1.07720], [0.90665, 2.39295, 1.72967], [-1.13269, -3.24096, -1.34730], [-1.92764, -2.27591, -0.30407], [-1.42482, -2.34764, -1.12674], [1.03762, 2.03043, -2.49888], [1.66832, 0.66492, -2.80045], [1.18287, 1.39476, -3.21521], [-0.67705, -0.80863, -1.87077], [-0.42490, 0.31635, -2.88980], [-0.82246, 0.15039, -2.02127]],
  "atomic_forces_ev_per_a": [[0.032, -0.011, -0.438], [-0.571, -0.001, 1.321], [0.700, -1.207, -1.637], [-1.557, 0.777, 2.543], [-0.024, 1.248, -0.382], [1.231, 0.324, 0.492], [-0.741, -0.847, 0.485], [0.132, 0.079, -0.623], [0.497, -0.048, -0.520], [-0.228, 0.628, 0.074], [0.832, -0.384, -0.429], [0.141, -0.536, -0.044], [0.235, -0.345, 0.292], [-0.549, -0.083, -0.531], [-0.058, 0.020, -0.134], [0.327, 0.112, -0.178], [-0.106, 0.349, -0.159], [0.059, -0.345, 0.010], [0.073, -0.038, 0.211], [-0.198, 0.268, -0.221], [-0.374, 0.062, 0.678], [0.297, -0.653, -0.291], [0.105, 0.273, -0.341], [-0.002, -0.228, -0.203], [-0.073, 0.345, -0.107], [0.506, 0.085, 0.009], [-0.718, 0.606, -0.003], [-0.100, 0.336, 0.249], [0.132, -0.788, -0.123]],
  "mulliken_charge": [-0.63, 0.17, -0.10, 1.13, -0.35, -0.81, -0.63, -1.58, 0.21, 0.27, -0.31, 0.37, -0.09, 0.39, 0.31, 0.24, 0.30, 0.35, 0.38, 0.43, 0.30, 0.28, -0.62, 0.32, 0.34, -0.68, 0.23, 0.39, -0.61]
}

# 4
{
  "formula": "C6H8NO",
  "method": "ωB97M-V/def2-TZVPD",
  "charge": 1,
  "lumo_energy_ev": -4.94,
  "smiles": "C#C[N+](=C)C[C@H]1CO1",
  "e_homo_ha": -0.5299,
  "orbital_gap_ev": 9.48,
  "de_lowest_ev": 3.922,
  "species": ["C", "C", "C", "C", "C", "C", "N", "O", "H", "H", "H", "H", "H", "H", "H", "H"],
  "coordinates": [[-2.74583, 0.36152, -0.88924], [-1.73133, -0.19700, -0.65608], [-0.29787, -1.47152, 0.73860], [0.86120, 1.22841, 1.08096], [1.52059, 0.39439, 0.01571], [0.66568, -0.09309, -1.14986], [-0.54196, -0.86128, -0.39498], [1.19309, -0.11167, 1.27745], [-3.68192, 0.71278, -1.16393], [0.44433, -2.13750, 0.75614], [-0.93276, -1.62626, 1.53423], [1.57571, 1.79303, 1.66157], [-0.24409, 1.61318, 0.92785], [2.48992, 0.58723, -0.20715], [1.06467, -0.92177, -1.69390], [0.36058, 0.72957, -1.83738]],
  "atomic_forces_ev_per_a": [[-0.218, -0.109, -0.177], [1.427, -1.133, 1.071], [-0.429, 1.717, -2.278], [-0.875, 1.606, -1.439], [-3.540, 1.224, 0.214], [-0.977, -1.753, 1.411], [-0.634, 3.068, -1.143], [-0.193, -2.237, 0.893], [-1.064, 0.657, -0.246], [3.419, -2.071, -0.087], [-2.196, 0.320, 1.287], [-0.522, 0.788, 0.042], [2.272, -1.211, 0.628], [3.009, 0.134, -0.400], [0.945, -0.126, -0.522], [-0.425, -0.872, 0.747]],
  "mulliken_charge": [-0.08, -0.39, -0.14, -0.27, 0.03, -0.66, -0.03, -0.38, 0.51, 0.27, 0.40, 0.32, 0.22, 0.53, 0.33, 0.35]
}

Across the entries above, max |F| takes the values 0.1059, 0.0703, 0.0599, 0.0778 hartree/bohr, respectively.